{"formula": "C11H85N2O35", "method": "ωB97M-V/def2-TZVPD", "multiplicity": 1, "gap_ev": 6.284, "energy_ev": -87420.890, "homo_energy_ev": -11.2, "charge": 1, "mol_weight_g_mol": 805.78, "elements": ["C", "C", "C", "C", "C", "C", "C", "N", "C", "C", "C", "C", "N", "H", "H", "H", "H", "H", "H", "H", "H", "H", "H", "H", "H", "H", "H", "H", "O", "H", "H", "O", "H", "H", "O", "H", "H", "O", "H", "H", "O", "H", "H", "O", "H", "H", "O", "H", "H", "O", "H", "H", "O", "H", "H", "O", "H", "H", "O", "H", "H", "O", "H", "H", "O", "H", "H", "O", "H", "H", "O", "H", "H", "O", "H", "H", "O", "H", "H", "O", "H", "H", "O", "H", "H", "O", "H", "H", "O", "H", "H", "O", "H", "H", "O", "H", "H", "O", "H", "H", "O", "H", "H", "O", "H", "H", "O", "H", "H", "O", "H", "H", "O", "H", "H", "O", "H", "H", "O", "H", "H", "O", "H", "H", "O", "H", "H", "O", "H", "H", "O", "H", "H"], "coordinates": [[-1.01458, -1.05647, 4.15041], [-1.93526, -0.33863, 3.85588], [-3.16624, 0.40395, 3.42573], [-3.44350, -0.00571, 1.96200], [-4.80955, -0.54249, 1.62647], [-4.97026, -0.92721, 0.22217], [-3.81651, -0.74858, -0.61806], [-2.71794, -0.26756, -0.10260], [-1.56358, -0.15866, -1.07183], [-1.93233, 0.65218, -2.33196], [-1.20828, -1.64462, -1.48593], [0.33485, -1.91792, -1.37429], [-2.47057, 0.11709, 1.10858], [-0.22271, -1.47872, 4.75506], [-2.92703, 1.48255, 3.38277], [-4.03229, 0.20822, 4.06486], [-5.60437, -0.64641, 2.36954], [-5.91109, -1.34465, -0.14303], [-3.90845, -1.06497, -1.66190], [-0.72168, 0.34395, -0.57361], [-2.15329, 1.71610, -2.12680], [-2.71719, 0.18065, -2.95211], [-1.02630, 0.65349, -2.97203], [-1.58636, -1.75113, -2.51815], [-1.69837, -2.35666, -0.79720], [0.92236, -0.98417, -1.33633], [0.49259, -2.45918, -0.42573], [0.60414, -2.54688, -2.23340], [-1.95550, -4.49072, -2.41783], [-1.95713, -5.43946, -2.24361], [-2.84419, -4.21219, -2.18147], [2.24744, 0.88685, -0.90175], [1.67401, 1.66009, -0.93213], [2.52509, 0.84831, 0.01815], [1.65200, 2.96208, 0.51786], [1.27657, 2.77067, 1.38968], [1.32628, 3.85016, 0.30681], [-5.84145, -0.99287, -3.23609], [-6.20353, -1.19143, -2.36893], [-6.20367, -0.11586, -3.44322], [2.09004, -4.60668, -2.83132], [1.13956, -4.51921, -2.69328], [2.20302, -5.52520, -3.10205], [4.19463, 1.00172, -3.04784], [3.47098, 1.20998, -2.43619], [3.78235, 0.44184, -3.71669], [2.65445, 4.91300, 2.60456], [2.47623, 4.18942, 1.99382], [3.45687, 4.63897, 3.06287], [1.89571, 3.23731, 4.53611], [1.52626, 3.04660, 5.40647], [1.56917, 4.12305, 4.32868], [-3.18560, -2.44559, -4.53305], [-3.18594, -3.39532, -4.36138], [-4.08088, -2.16134, -4.29858], [-3.58570, -6.72340, -2.79447], [-4.53367, -6.62879, -2.65367], [-3.48097, -7.64135, -3.06948], [5.21110, -1.54690, -1.99578], [4.83085, -1.70353, -1.12524], [4.92100, -0.64993, -2.22347], [-5.27537, 2.86631, 1.20815], [-4.66609, 3.36243, 1.77325], [-4.92536, 1.96496, 1.20644], [3.77339, 1.84273, 6.38560], [3.51142, 2.37375, 5.62079], [2.94392, 1.49122, 6.72475], [6.02179, 1.62130, 8.65151], [6.75980, 1.49693, 8.04716], [5.25078, 1.35601, 8.13634], [-0.63675, 2.12146, 2.54316], [-1.13693, 1.41102, 2.12103], [0.13657, 1.67117, 2.90917], [7.10169, -4.08460, -3.03506], [6.56145, -4.86228, -3.20900], [6.46121, -3.39567, -2.82298], [2.11446, -1.15618, 3.72634], [2.01449, -1.87438, 3.09210], [2.91226, -1.39160, 4.21863], [-5.20626, 1.98005, 5.00398], [-5.85802, 1.51963, 5.54419], [-5.72247, 2.65645, 4.55482], [5.20544, -2.23924, 4.35279], [5.78662, -1.73863, 4.93564], [5.58749, -3.12283, 4.34235], [-7.62809, 3.06661, 5.98219], [-8.02231, 2.84560, 6.83444], [-7.98139, 3.93991, 5.78023], [-1.60362, -0.10651, -6.15186], [-2.21688, -0.59001, -5.58419], [-2.14989, 0.56505, -6.57308], [-7.81420, 1.21602, -3.29548], [-8.17642, 1.03183, -2.42079], [-8.15990, 2.09135, -3.51062], [6.72116, 2.45051, -4.02018], [6.49792, 2.97222, -4.79796], [5.86714, 2.14145, -3.68977], [-7.76137, 1.00484, 0.34262], [-7.15551, 1.50166, 0.87670], [-7.39471, 0.11944, 0.37315], [-3.80676, 5.29219, 1.02599], [-4.54536, 4.88810, 0.55303], [-3.30655, 5.73603, 0.33165], [2.36182, 6.37608, -0.32178], [1.77561, 7.13968, -0.35562], [2.64676, 6.34084, 0.60134], [6.97122, -6.79120, -1.84605], [6.84193, -7.07856, -0.93555], [7.91406, -6.59522, -1.89659], [9.64147, 3.38601, -4.34690], [9.42825, 3.90999, -5.12541], [8.78334, 3.07725, -4.02539], [8.29813, -6.60331, 0.97745], [7.75389, -5.80876, 0.93799], [8.58677, -6.65016, 1.89459], [6.06858, -7.98255, -4.90448], [5.92704, -8.81943, -4.45149], [6.50585, -7.43304, -4.24329], [11.28977, 1.22995, -5.68267], [10.90000, 1.80017, -5.00481], [10.68926, 0.48017, -5.73235], [3.46779, -4.15882, -0.00250], [4.20991, -4.23162, -0.61246], [2.71608, -4.46696, -0.52217], [-8.57830, 4.36406, -4.02517], [-8.04961, 4.31726, -4.82952], [-9.32958, 4.91444, -4.27113], [-8.32583, -0.00063, 6.13780], [-9.12256, -0.51863, 5.98136], [-8.31643, 0.64243, 5.41887], [-2.00867, 8.02606, 1.57265], [-2.42247, 8.54651, 2.26879], [-2.56447, 7.24388, 1.50124]]}


{"formula": "C11H8AuF6IN2O7S3", "method": "ωB97M-V/def2-TZVPD", "multiplicity": 3, "gap_ev": [8.906, 6.503], "e_above_lowest_kcal_mol": 0.0, "energy_ev": -89450.501, "homo_energy_ev": [-9.0, -10.1], "mol_weight_g_mol": 814.25, "s_squared": 2.032, "elements": ["Au", "F", "C", "F", "F", "S", "O", "O", "N", "S", "O", "O", "C", "F", "F", "F", "O", "C", "O", "C", "C", "C", "C", "C", "C", "S", "H", "H", "H", "H", "N", "C", "O", "C", "I", "H", "H", "H", "H"], "coordinates": [[0.39006, 0.28581, -0.43431], [-4.20783, 0.09476, -3.75307], [-3.30837, 0.55032, -2.89871], [-3.93261, 0.94262, -1.78089], [-2.70333, 1.61372, -3.43676], [-2.01938, -0.75873, -2.53122], [-0.81532, 0.05418, -2.26796], [-1.92728, -1.56083, -3.70199], [-2.68598, -1.41115, -1.28923], [-1.93256, -2.33827, -0.25592], [-2.24764, -3.71801, -0.39136], [-0.52694, -1.99945, -0.13009], [-2.74940, -1.82861, 1.35994], [-3.16546, -2.93072, 1.97748], [-3.80847, -1.04196, 1.14396], [-1.88591, -1.20671, 2.15389], [1.87544, -0.07716, 3.01524], [2.15216, 0.20843, 1.87212], [1.52847, 1.06101, 1.11456], [3.40552, -0.42442, 1.26088], [4.42453, -0.72683, 2.14602], [5.63598, -1.24994, 1.70694], [5.84431, -1.49609, 0.35112], [4.84164, -1.22537, -0.54663], [3.60656, -0.68074, -0.11631], [2.47818, -0.44847, -1.38925], [4.25260, -0.54702, 3.19778], [6.41298, -1.47326, 2.42572], [6.78308, -1.90369, 0.00160], [4.96682, -1.42699, -1.60282], [-1.26786, 3.19079, -0.53494], [-1.92281, 2.30519, 0.20617], [-1.59046, 1.11511, 0.30070], [-3.12570, 2.71677, 1.01818], [-4.01950, 4.58814, 0.52967], [-0.48056, 2.87532, -1.08022], [-1.56342, 4.14832, -0.61189], [-2.82432, 2.77130, 2.06133], [-3.88723, 1.95263, 0.91023]]}


{"formula": "C11H8Cl2MoN3O2S3", "method": "ωB97M-V/def2-TZVPD", "multiplicity": 3, "gap_ev": [6.504, 6.756], "e_above_lowest_kcal_mol": 6.7, "energy_ev": -79504.925, "homo_energy_ev": [-11.2, -11.6], "charge": 1, "mol_weight_g_mol": 477.25, "s_squared": 2.042, "elements": ["Mo", "Cl", "C", "C", "C", "Cl", "C", "C", "C", "C", "N", "C", "C", "O", "H", "H", "H", "H", "S", "C", "S", "S", "N", "C", "N", "O", "H", "H", "H", "H"], "coordinates": [[0.02322, -0.04884, 0.22619], [0.34075, 4.86563, -0.08411], [1.66299, 3.77516, -0.09020], [2.98337, 4.26803, -0.16573], [4.05452, 3.42441, -0.19299], [5.64992, 4.06687, -0.29935], [3.86314, 2.01931, -0.14056], [4.87665, 1.04326, -0.19254], [4.54390, -0.28635, -0.14990], [3.20101, -0.65907, -0.04207], [2.22553, 0.22980, 0.01595], [2.54065, 1.55883, -0.04426], [1.43305, 2.42899, -0.02538], [0.21027, 1.85881, 0.03552], [3.13882, 5.33702, -0.21316], [5.91082, 1.35130, -0.27242], [5.30510, -1.05150, -0.19847], [2.91229, -1.70235, -0.00142], [-2.48969, -2.87593, 0.63702], [-1.74212, -1.69421, -0.20000], [-2.23711, -0.01500, -0.35958], [-0.15162, -1.94875, -1.00010], [0.27189, -2.68661, 2.71489], [0.51396, -1.41173, 3.02065], [0.94940, -1.07257, 4.23047], [0.35548, -0.49200, 2.15852], [0.32048, -3.40270, 3.42071], [-0.28843, -2.89869, 1.89251], [1.01095, -1.73814, 4.98099], [1.12841, -0.10298, 4.42952]]}


{"formula": "C11H8ClNO3", "method": "ωB97M-V/def2-TZVPD", "multiplicity": 1, "gap_ev": 9.892, "e_above_lowest_kcal_mol": 0.0, "energy_ev": -31691.191, "homo_energy_ev": -9.5, "mol_weight_g_mol": 237.64, "smiles": "N#C[C@@H]1C[C@@](O)(c2ccc(Cl)cc2)OC1=O", "elements": ["N", "C", "C", "C", "C", "O", "C", "C", "C", "C", "Cl", "C", "C", "O", "C", "O", "H", "H", "H", "H", "H", "H", "H", "H"], "coordinates": [[1.36025, 4.12775, -1.97629], [1.31282, 3.44532, -1.02520], [1.34969, 2.56994, 0.13131], [1.31496, 1.10571, -0.25690], [-0.19699, 0.73958, -0.19331], [-0.85241, 1.04693, -1.39315], [-0.45461, -0.73459, 0.01011], [-1.23593, -1.18367, 1.09152], [-1.37474, -2.55915, 1.28299], [-0.78704, -3.47703, 0.39599], [-1.14989, -5.17997, 0.52099], [0.03928, -3.01666, -0.64274], [0.14057, -1.64701, -0.86805], [-0.83540, 1.58815, 0.72154], [0.02270, 2.63597, 0.86834], [-0.19459, 3.63789, 1.54439], [2.17437, 2.79942, 0.80546], [1.85667, 0.53943, 0.49147], [1.76870, 0.89638, -1.22513], [-1.83124, 1.14659, -1.19994], [-1.69899, -0.46119, 1.75303], [-2.01670, -2.94730, 2.09064], [0.49876, -3.79512, -1.25342], [0.78977, -1.27740, -1.67365]]}